Entry 1:
{"formula": "CH5IOSi", "method": "ωB97M-V/def2-TZVPD", "species": ["C", "O", "Si", "I", "H", "H", "H", "H", "H"], "positions_angstrom": [[-0.79317, -0.47268, 0.68225], [0.32235, 0.34071, 0.81915], [0.86693, 1.58263, -0.10727], [0.05606, -2.39066, -2.30879], [-1.14693, -0.83255, 1.76990], [-0.36130, -1.35806, 0.01008], [-1.66184, 0.01288, 0.33450], [0.44233, 1.42761, -1.47800], [2.27556, 1.69012, 0.27817]], "lowdin_charge": [-0.22, -0.48, 0.66, 0.10, 0.13, -0.04, 0.05, -0.11, -0.10], "orbital_gap_ev": [9.463, 4.210], "total_energy_ha": -703.424161, "lumo_energy_ev": [-0.6, -3.2]}

=====

Entry 2:
{"formula": "CH5IOSi", "method": "ωB97M-V/def2-TZVPD", "species": ["C", "O", "Si", "I", "H", "H", "H", "H", "H"], "positions_angstrom": [[0.83398, 0.99350, 0.08496], [-0.08117, -1.72949, 0.51975], [-0.18162, -0.45108, -0.43691], [-2.60364, 0.30228, -0.15325], [0.20802, 1.79285, 0.52606], [1.43462, 0.66274, 1.08277], [1.57502, 1.65948, -0.51204], [-0.96711, -2.18979, 0.75132], [-0.21810, -1.04048, -1.86268]], "lowdin_charge": [-0.29, -0.29, 0.05, 0.31, 0.00, 0.09, 0.06, 0.09, -0.02], "orbital_gap_ev": 10.128, "total_energy_ha": -703.585301, "smiles": "C[Si@@H](O)I", "lumo_energy_ev": 0.6}

=====

Entry 3:
{"formula": "CH5IOSi", "method": "ωB97M-V/def2-TZVPD", "species": ["C", "O", "Si", "I", "H", "H", "H", "H", "H"], "positions_angstrom": [[0.91954, -0.02405, -0.84990], [-0.59622, 0.56484, 1.77578], [-0.40261, -0.44339, 0.50558], [-2.68986, -0.00819, -0.83025], [1.11410, 1.10705, -0.84572], [1.76771, -0.71768, -0.68941], [0.56489, -0.20098, -1.85221], [-0.47295, 1.44229, 1.53823], [-0.20459, -1.71989, 1.24789]], "lowdin_spin": [0.09, 0.09, 0.45, 1.26, 0.00, 0.01, 0.01, 0.00, 0.08], "spin_multiplicity": 3, "orbital_gap_ev": [5.246, 6.496], "total_energy_ha": -703.422685, "lumo_energy_ev": [0.6, -3.8], "s2": 2.00}

=====

Entry 4:
{"formula": "CH5N2", "method": "ωB97M-V/def2-TZVPD", "species": ["C", "N", "N", "H", "H", "H", "H", "H"], "positions_angstrom": [[-0.01129, -0.50854, 0.03653], [1.15114, 0.03617, -0.04247], [-1.14535, 0.13266, -0.04643], [-0.05514, -1.59287, 0.15899], [2.04431, -0.41398, 0.07035], [1.21640, 1.55386, 0.02652], [-2.03637, -0.34091, -0.00736], [-1.16371, 1.13361, -0.19613]], "lowdin_charge": [-0.26, 0.13, 0.18, 0.17, 0.11, 0.39, 0.14, 0.13], "charge": 1, "orbital_gap_ev": 10.877, "total_energy_ha": -150.291026, "lumo_energy_ev": -5.5}

=====

Entry 5:
{"formula": "CH5N2", "method": "ωB97M-V/def2-TZVPD", "species": ["C", "N", "N", "H", "H", "H", "H", "H"], "positions_angstrom": [[-0.05667, 0.48231, 0.05537], [-1.23591, -0.17163, 0.04300], [1.23076, -0.14355, 0.05343], [0.06871, 1.61453, 0.07330], [-2.17842, 0.16656, -0.06195], [-1.30029, -1.20432, 0.03266], [2.04599, 0.39381, -0.10670], [1.42584, -1.13770, -0.08911]], "lowdin_charge": [-0.05, 0.18, 0.16, 0.18, 0.14, 0.16, 0.10, 0.13], "charge": 1, "orbital_gap_ev": 11.696, "total_energy_ha": -150.350308, "smiles": "NC=[NH2+]", "lumo_energy_ev": -4.8}

=====

Entry 6:
{"formula": "CH5N2O", "method": "ωB97M-V/def2-TZVPD", "species": ["C", "N", "N", "O", "H", "H", "H", "H", "H"], "positions_angstrom": [[1.71761, 1.12095, 0.25502], [-1.50315, -1.09302, -0.41947], [0.67553, 0.70162, 0.74458], [-0.34636, 0.17897, 0.90285], [2.43516, 1.57798, 0.81877], [1.91654, 1.13960, -0.76998], [-2.12842, -0.26796, -0.45152], [-0.93551, -1.36861, -1.25202], [-1.83139, -1.98953, 0.17177]], "lowdin_charge": [0.17, 0.09, 0.01, 0.19, 0.10, 0.12, 0.08, 0.08, 0.15], "charge": 1, "orbital_gap_ev": [7.340, 8.611], "total_energy_ha": -225.405293, "lumo_energy_ev": [-7.1, -6.7]}

=====

Entry 7:
{"formula": "CH5N2O3", "method": "ωB97M-V/def2-TZVPD", "species": ["C", "N", "N", "O", "O", "O", "H", "H", "H", "H", "H"], "positions_angstrom": [[0.16471, -0.16853, 2.92074], [-0.59982, 0.01606, -2.11182], [0.28853, 0.01465, -1.27391], [0.02918, 0.73095, -0.15594], [-0.29689, -0.51491, -3.29106], [0.93132, 0.29655, 2.10411], [0.74704, 0.52138, 0.65707], [-0.76705, -0.47764, 2.55521], [0.46715, 0.00756, 4.01791], [-1.54952, 0.50710, -2.10541], [0.58534, -0.93318, -3.31690]], "lowdin_charge": [0.01, 0.00, 0.09, 0.01, 0.11, -0.01, 0.12, 0.08, 0.14, 0.26, 0.16], "charge": 1, "orbital_gap_ev": 9.945, "total_energy_ha": -375.881490, "lumo_energy_ev": -5.2}

=====

Entry 8:
{"formula": "CH5N2O9P2Sc", "method": "ωB97M-V/def2-TZVPD", "species": ["Sc", "N", "N", "C", "O", "O", "H", "H", "H", "O", "P", "O", "O", "O", "P", "O", "O", "O", "H", "H"], "positions_angstrom": [[-0.41352, -0.31476, 0.30404], [-1.00759, -1.67452, -1.53602], [-0.85025, -2.98340, -1.03033], [-0.37172, -3.16073, 0.27703], [0.02871, -4.23516, 0.62585], [-0.45594, -2.05227, 1.01025], [-1.90060, -1.60929, -1.99946], [-0.28162, -1.46120, -2.20945], [-0.56279, -3.70530, -1.66979], [-1.35288, 3.43220, 1.35204], [-0.67106, 2.14992, 0.77192], [-1.46634, 1.40123, -0.27598], [-0.37197, 1.11554, 1.85351], [0.71758, 2.62413, 0.15307], [1.95192, 1.52212, -0.12692], [2.48825, 1.24470, 1.33476], [2.95947, 2.08118, -1.00737], [1.17321, 0.24237, -0.57997], [-1.40511, 4.18179, 0.74509], [1.79225, 1.20147, 2.00775]], "lowdin_charge": [1.06, 0.01, 0.01, -0.65, 0.11, -0.11, 0.12, 0.11, 0.15, -0.04, 0.21, -0.29, -0.30, -0.23, 0.29, -0.09, -0.21, -0.32, 0.11, 0.07], "orbital_gap_ev": 10.533, "total_energy_ha": -2271.687776, "lumo_energy_ev": -0.3}